(1)
Formula: C4H12
Source: the Open Molecules 2025 dataset
Level of theory: the ωB97M-V functional and the def2-TZVPD basis

Geometry as ORCA input:
```
! wB97M-V def2-TZVPD RIJCOSX def2/J DEFGRID3
* xyz 0 1
C -0.56 1.90 1.05
C -0.61 0.73 1.98
H -1.36 2.07 0.32
H -0.63 2.87 1.57
H 0.40 2.04 0.55
H -1.19 -0.14 1.65
H -1.22 0.90 2.88
H 0.41 0.44 2.23
C 0.96 -1.39 -2.22
C 0.21 -1.32 -0.90
H 1.68 -2.20 -2.15
H 0.34 -1.47 -3.10
H 1.58 -0.50 -2.32
H -0.60 -0.60 -0.79
H -0.25 -2.30 -0.72
H 0.82 -1.04 -0.04
*
```

ΔE to the lowest compared entry with this formula, charge and spin   46.2 kJ/mol
HOMO   -0.413 hartree

=====

(2)
Formula: C19H16Cl3N3O2
Source: the Open Molecules 2025 dataset
Level of theory: the ωB97M-V functional and the def2-TZVPD basis

Geometry as ORCA input:
```
! wB97M-V def2-TZVPD RIJCOSX def2/J DEFGRID3
* xyz 0 1
C -2.70 -3.75 -0.13
H -1.84 -3.53 -0.77
O -3.54 -2.63 0.02
C -3.06 -1.40 0.34
C -3.98 -0.37 0.14
C -3.67 0.95 0.38
C -2.40 1.30 0.83
C -1.49 0.28 1.08
C -1.80 -1.05 0.85
Cl -0.57 -2.18 1.29
H -0.52 0.52 1.49
N -2.06 2.64 1.04
C -0.86 3.24 0.79
O -0.61 4.35 1.21
C 0.04 2.47 -0.11
C 1.35 2.09 0.11
N 1.78 1.48 -1.01
N 0.84 1.48 -1.95
C -0.22 2.06 -1.44
C -1.47 2.25 -2.23
H -1.87 3.25 -2.08
H -2.23 1.53 -1.91
H -1.25 2.09 -3.28
C 3.06 0.84 -1.24
C 3.25 -0.35 -0.33
C 4.24 -0.34 0.64
C 4.42 -1.42 1.49
C 3.61 -2.53 1.37
C 2.63 -2.57 0.40
C 2.45 -1.48 -0.45
Cl 1.21 -1.56 -1.65
H 2.00 -3.44 0.28
H 3.75 -3.38 2.02
H 5.19 -1.38 2.25
H 4.87 0.53 0.74
H 3.86 1.56 -1.08
H 3.05 0.53 -2.29
Cl 2.32 2.24 1.50
H -2.76 3.23 1.47
H -4.41 1.72 0.21
H -4.95 -0.65 -0.22
H -3.32 -4.51 -0.61
H -2.35 -4.13 0.84
*
```

HOMO   -0.305 hartree

=====

(3)
Formula: C4H6O2
Source: the Open Molecules 2025 dataset
Level of theory: the ωB97M-V functional and the def2-TZVPD basis

Geometry as ORCA input:
```
! wB97M-V def2-TZVPD RIJCOSX def2/J DEFGRID3
* xyz 0 1
O -0.40 -2.00 -0.88
C -0.32 -0.65 -0.85
C 0.06 0.39 -1.58
C 0.82 1.14 1.24
O -0.30 0.95 1.66
C -0.83 -1.28 0.33
H -0.17 1.38 -1.19
H 0.52 0.28 -2.56
H 1.52 0.31 1.00
H 1.19 2.16 1.05
H -1.90 -1.27 0.54
H -0.19 -1.43 1.19
*
```

ΔE to the lowest compared entry with this formula, charge and spin   347.8 kJ/mol
HOMO   -0.344 hartree

=====

(4)
Formula: C4H11BrO2Si
Source: the Open Molecules 2025 dataset
Level of theory: the ωB97M-V functional and the def2-TZVPD basis

Geometry as ORCA input:
```
! wB97M-V def2-TZVPD RIJCOSX def2/J DEFGRID3
* xyz 0 1
C 1.45 -2.69 -0.72
C -2.79 0.98 2.28
C 0.85 2.41 -1.81
C 0.64 -1.41 -0.95
O -1.68 1.37 1.45
O 1.07 1.20 -1.74
Si 1.91 0.00 -0.92
Br 1.95 0.48 1.32
H 2.32 -2.63 -1.37
H 1.78 -2.87 0.37
H 0.78 -3.50 -0.93
H -2.55 0.46 3.28
H -3.52 0.39 1.71
H -3.20 2.00 2.48
H -1.20 0.55 1.10
H 0.83 3.05 -0.83
H 1.15 3.05 -2.59
H 0.01 -1.20 -0.17
H 0.19 -1.66 -1.96
*
```

ΔE to the lowest compared entry with this formula, charge and spin   487.5 kJ/mol
HOMO (alpha / beta)   -0.296 / -0.279 hartree

=====

(5)
Formula: C2H6O2
Source: the Open Molecules 2025 dataset
Level of theory: the ωB97M-V functional and the def2-TZVPD basis

Geometry as ORCA input:
```
! wB97M-V def2-TZVPD RIJCOSX def2/J DEFGRID3
* xyz 0 1
O 1.03 -1.04 0.07
C 0.44 0.05 -0.63
C -0.71 0.61 0.25
O -1.05 -0.27 1.28
H 1.67 -1.44 -0.53
H 1.19 0.83 -0.81
H 0.05 -0.30 -1.60
H -0.41 1.59 0.65
H -1.59 0.77 -0.38
H -0.33 -0.91 1.34
*
```

ΔE to the lowest compared entry with this formula, charge and spin   72.8 kJ/mol
HOMO   -0.362 hartree

=====

(6)
Formula: C16H54BaF3O14
Source: the Open Molecules 2025 dataset
Level of theory: the ωB97M-V functional and the def2-TZVPD basis

Geometry as ORCA input:
```
! wB97M-V def2-TZVPD RIJCOSX def2/J DEFGRID3
* xyz 1 1
Ba 27.16 18.21 -32.79
C 24.63 19.12 -30.85
O 24.94 19.64 -32.12
O 25.72 18.49 -30.37
C 23.90 20.11 -29.87
F 22.56 20.12 -30.09
F 24.09 19.73 -28.60
F 24.39 21.36 -29.99
C 23.90 20.05 -32.99
C 24.44 20.71 -34.24
H 24.85 21.71 -34.12
H 25.30 20.18 -34.70
H 23.71 20.72 -35.05
H 23.24 20.82 -32.57
H 23.28 19.17 -33.22
H 23.86 18.36 -31.07
C 26.77 17.76 -36.36
O 27.35 18.69 -35.43
H 26.81 16.73 -36.02
H 25.76 18.17 -36.42
H 27.19 17.92 -37.36
H 28.21 19.03 -35.72
C 27.24 23.94 -34.99
O 27.59 22.72 -35.63
H 26.66 23.82 -34.06
H 28.10 24.53 -34.69
H 26.51 24.48 -35.60
H 27.77 22.92 -36.55
C 22.02 17.98 -26.30
O 21.04 17.20 -26.96
H 21.61 18.89 -25.86
H 22.50 17.45 -25.46
H 22.74 18.28 -27.05
H 21.49 16.51 -27.49
C 23.37 15.97 -29.20
O 22.31 15.25 -28.56
H 24.19 15.27 -29.34
H 23.06 16.36 -30.18
H 23.66 16.85 -28.64
H 21.93 14.62 -29.17
C 22.38 18.39 -36.26
O 23.37 17.37 -36.47
H 21.91 18.30 -35.29
H 22.86 19.36 -36.41
H 21.63 18.24 -37.05
H 23.71 17.24 -37.36
C 24.25 21.06 -38.38
O 23.18 21.60 -37.61
H 24.49 21.75 -39.19
H 25.18 21.00 -37.80
H 23.99 20.06 -38.71
H 22.37 21.29 -38.01
C 23.80 16.19 -33.27
O 24.76 17.00 -33.94
H 24.01 16.27 -32.20
H 22.79 16.55 -33.47
H 23.80 15.14 -33.55
H 24.47 17.17 -34.86
C 20.60 24.14 -33.21
O 21.72 23.28 -33.21
H 19.84 23.84 -32.48
H 20.83 25.20 -33.08
H 20.07 24.14 -34.17
H 21.35 22.42 -33.43
C 19.97 19.04 -32.67
O 20.27 20.42 -32.84
H 20.45 18.67 -31.75
H 18.94 18.72 -32.80
H 20.58 18.53 -33.43
H 20.04 20.83 -32.00
C 26.01 19.11 -26.41
O 26.26 18.28 -27.53
H 25.09 18.82 -25.91
H 26.85 19.16 -25.72
H 25.92 20.14 -26.77
H 25.71 18.51 -28.29
C 22.98 22.71 -27.57
O 24.36 22.93 -27.49
H 22.62 22.42 -28.57
H 22.71 21.98 -26.81
H 22.37 23.63 -27.47
H 24.62 23.60 -28.13
C 27.82 21.70 -32.30
O 27.74 20.94 -33.53
H 26.88 22.24 -32.19
H 27.90 20.97 -31.50
H 28.70 22.34 -32.40
H 27.71 21.56 -34.29
*
```

ΔE to the lowest compared entry with this formula, charge and spin   0.0 kJ/mol
HOMO   -0.396 hartree

=====

(7)
Formula: C33H57IrNP2Si
Source: the Open Molecules 2025 dataset
Level of theory: the ωB97M-V functional and the def2-TZVPD basis

Geometry as ORCA input:
```
! wB97M-V def2-TZVPD RIJCOSX def2/J DEFGRID3
* xyz 1 5
Ir 0.64 -1.20 1.05
C -0.23 -2.99 2.14
C 1.16 -3.17 1.76
C 1.06 -1.54 3.42
C -0.28 -2.01 3.18
C 1.95 -2.26 2.55
C -1.39 -3.80 1.68
H -1.16 -4.27 0.72
H -2.28 -3.17 1.58
H -1.61 -4.59 2.41
C -1.53 -1.61 3.86
H -2.42 -1.92 3.31
H -1.56 -0.52 3.94
H -1.59 -2.07 4.86
C 1.52 -0.55 4.42
H 1.52 -1.00 5.43
H 0.86 0.32 4.39
H 2.54 -0.20 4.22
C 3.43 -2.17 2.57
H 3.83 -2.80 3.38
H 3.77 -1.14 2.76
H 3.84 -2.53 1.63
C 1.69 -4.15 0.78
H 2.07 -5.03 1.32
H 2.50 -3.69 0.21
H 0.89 -4.46 0.10
C -1.62 -0.06 -5.78
C -1.54 -1.37 -5.83
C -0.55 -2.20 -6.62
C 0.74 -1.48 -7.06
C 1.55 -0.93 -5.91
C 1.44 0.24 -5.31
C 0.49 1.36 -5.64
C -0.75 0.97 -6.46
H -1.04 -2.61 -7.53
H 0.52 -0.74 -7.84
H -0.27 -3.08 -6.02
H -0.48 0.71 -7.48
H -2.45 0.41 -5.22
H -2.31 -1.99 -5.33
H -1.37 1.88 -6.52
H 0.16 1.82 -4.69
H 2.17 0.51 -4.52
H 1.03 2.15 -6.19
H 1.37 -2.25 -7.53
H 2.35 -1.63 -5.61
P -0.60 -0.94 -0.76
P 2.07 0.32 0.24
C 0.27 0.25 -1.88
C 1.15 1.20 -1.08
H -0.49 0.79 -2.46
H 0.86 -0.35 -2.59
H 1.89 1.69 -1.73
H 0.55 1.97 -0.59
C 2.84 1.61 1.24
H 3.51 1.14 1.96
H 2.10 2.19 1.78
H 3.43 2.29 0.61
C 3.43 -0.51 -0.64
H 3.85 0.18 -1.37
H 3.07 -1.41 -1.15
H 4.21 -0.80 0.07
C -2.32 -0.40 -0.63
H -2.83 -1.08 0.06
H -2.80 -0.45 -1.61
H -2.42 0.62 -0.24
C -0.65 -2.49 -1.70
H 0.33 -2.96 -1.72
H -0.97 -2.26 -2.72
H -1.36 -3.17 -1.23
C -1.52 3.08 -0.46
Si -1.19 2.44 1.41
C 0.13 3.84 1.51
C -3.10 2.45 1.59
N -0.78 1.42 2.83
C -1.07 2.00 4.01
C -1.05 1.37 5.29
C -1.46 2.00 6.47
C -1.92 3.33 6.41
C -1.96 4.03 5.18
C -1.54 3.36 4.05
H -2.12 4.01 -0.33
H -2.09 2.41 -1.11
H -0.62 3.40 -1.01
H -0.38 4.81 1.39
H 0.62 3.83 2.49
H 0.91 3.77 0.74
H -3.59 1.81 0.85
H -3.37 2.08 2.59
H -3.48 3.48 1.48
H -0.70 0.31 5.32
H -1.41 1.41 7.41
H -2.24 3.83 7.32
H -2.32 5.07 5.06
H -1.61 3.88 3.07
*
```

ΔE to the lowest compared entry with this formula, charge and spin   0.0 kJ/mol
<S²>   6.0607
HOMO (alpha / beta)   -0.253 / -0.408 hartree

=====

(8)
Formula: C44H51GeN4OP2SZn
Source: the Open Molecules 2025 dataset
Level of theory: the ωB97M-V functional and the def2-TZVPD basis

Geometry as ORCA input:
```
! wB97M-V def2-TZVPD RIJCOSX def2/J DEFGRID3
* xyz 1 1
Zn -0.77 1.13 0.25
S 1.22 0.88 1.57
C 0.37 1.98 2.60
C 0.92 2.41 3.86
C 0.14 3.19 4.71
C -1.15 3.61 4.29
C -1.53 3.26 2.99
N -0.83 2.38 2.19
H 1.93 2.08 4.09
H 0.59 3.42 5.66
H -1.83 4.12 4.94
H -2.46 3.63 2.49
C 2.29 -0.29 -1.68
P 0.81 0.75 -1.81
C 1.46 2.32 -2.41
C 1.93 3.29 -1.47
C 2.55 4.46 -1.95
C 2.61 4.74 -3.31
C 2.14 3.76 -4.21
C 1.56 2.62 -3.79
C -0.18 0.11 -3.20
C -1.10 0.96 -3.89
C -1.96 0.40 -4.82
C -2.05 -0.98 -4.99
C -1.20 -1.85 -4.25
C -0.26 -1.30 -3.40
P 3.51 -0.07 -3.12
C 3.58 -1.77 -3.57
C 3.18 -2.10 -4.86
C 3.33 -3.40 -5.35
C 3.70 -4.41 -4.49
C 4.06 -4.10 -3.17
C 3.97 -2.81 -2.69
C 5.10 0.08 -2.28
C 5.26 0.70 -1.04
C 6.53 0.80 -0.46
C 7.63 0.25 -1.13
C 7.49 -0.22 -2.44
C 6.23 -0.35 -2.96
H 1.99 -1.33 -1.60
H 2.74 0.05 -0.68
H 1.91 3.10 -0.38
H 2.81 5.20 -1.19
H 2.97 5.68 -3.75
H 2.24 3.90 -5.28
H 1.20 1.91 -4.53
H -1.16 2.00 -3.79
H -2.56 1.10 -5.43
H -2.76 -1.38 -5.71
H -1.25 -2.92 -4.47
H 0.51 -1.93 -2.90
H 2.85 -1.25 -5.45
H 3.11 -3.52 -6.45
H 3.77 -5.43 -4.84
H 4.36 -4.96 -2.56
H 4.27 -2.59 -1.64
H 4.45 1.14 -0.48
H 6.61 1.31 0.51
H 8.61 0.12 -0.67
H 8.40 -0.54 -3.02
H 6.16 -0.75 -3.94
O -3.16 -1.34 -0.94
C -2.49 -1.12 0.02
N -1.76 -0.85 0.99
N -5.54 4.68 -1.51
C -4.51 3.92 -1.06
C -4.67 2.81 -0.20
C -3.63 1.98 0.05
N -2.40 2.11 -0.57
C -2.18 3.26 -1.21
C -3.23 4.08 -1.59
H -6.45 4.60 -1.08
H -5.33 5.53 -2.01
H -5.65 2.58 0.22
H -3.67 1.21 0.82
H -1.16 3.55 -1.52
H -3.01 4.86 -2.25
C 0.60 -2.14 5.77
C 0.67 -3.52 5.10
C -0.51 -3.83 4.11
C -0.66 -2.94 2.90
Ge -1.98 -1.51 2.87
C -3.71 -2.38 2.90
C -4.47 -2.07 4.16
C -5.91 -2.68 4.32
C -6.50 -2.72 5.74
H 1.25 -2.07 6.64
H -0.36 -1.81 6.15
H 0.89 -1.36 5.07
H 0.63 -4.33 5.88
H 1.61 -3.64 4.54
H -1.40 -3.79 4.72
H -0.45 -4.87 3.72
H -0.67 -3.45 1.91
H 0.25 -2.28 2.82
H -1.79 -0.32 3.80
H -3.69 -3.46 2.70
H -4.28 -1.92 2.00
H -4.55 -0.99 4.37
H -3.84 -2.41 5.04
H -5.92 -3.73 3.94
H -6.56 -2.06 3.71
H -6.16 -3.58 6.24
H -7.55 -2.68 5.74
H -6.11 -1.86 6.31
*
```

ΔE to the lowest compared entry with this formula, charge and spin   31.0 kJ/mol
HOMO   -0.366 hartree

=====

(9)
Formula: C2H5N3O2
Source: the Open Molecules 2025 dataset
Level of theory: the ωB97M-V functional and the def2-TZVPD basis

Geometry as ORCA input:
```
! wB97M-V def2-TZVPD RIJCOSX def2/J DEFGRID3
* xyz 0 1
C 1.67 -0.68 -0.22
C -1.83 0.32 -0.20
N 0.67 -0.90 0.69
N -0.95 0.93 0.58
N -0.23 0.10 1.42
O 2.16 0.43 -0.42
O -2.04 -0.85 -0.19
H 1.88 -1.67 -0.63
H -2.37 1.07 -0.75
H 0.47 -1.82 1.02
H -0.48 1.95 0.34
H 0.34 0.70 2.18
*
```

ΔE to the lowest compared entry with this formula, charge and spin   394.7 kJ/mol
HOMO   -0.354 hartree

=====

(10)
Formula: C5H11NaO4
Source: the Open Molecules 2025 dataset
Level of theory: the ωB97M-V functional and the def2-TZVPD basis

Geometry as ORCA input:
```
! wB97M-V def2-TZVPD RIJCOSX def2/J DEFGRID3
* xyz 0 1
O -0.39 0.77 0.31
C 0.03 -0.56 0.45
O 0.91 -0.81 1.34
O -1.20 -1.24 0.56
C -1.11 -2.54 1.12
H -2.07 -3.03 0.93
H -0.30 -3.12 0.65
H -0.93 -2.49 2.21
C 0.61 1.74 0.53
H 0.94 1.71 1.58
H 1.49 1.52 -0.09
C 0.05 3.10 0.19
H -0.49 3.07 -0.77
H -0.65 3.45 0.97
H 0.86 3.83 0.10
Na 2.57 -1.54 0.08
O 0.66 -0.99 -0.92
C -0.09 -0.76 -2.08
H 0.33 -1.35 -2.90
H -1.14 -1.06 -1.93
H -0.07 0.31 -2.36
*
```

ΔE to the lowest compared entry with this formula, charge and spin   0.0 kJ/mol
HOMO   -0.327 hartree

=====

(11)
Formula: C8H10
Source: the Open Molecules 2025 dataset
Level of theory: the ωB97M-V functional and the def2-TZVPD basis

Geometry as ORCA input:
```
! wB97M-V def2-TZVPD RIJCOSX def2/J DEFGRID3
* xyz 0 1
C 0.22 -0.32 1.23
C 0.41 0.07 -0.23
C -0.45 -0.88 -0.86
C -1.18 -1.92 -0.30
C -0.16 1.44 -0.30
C -1.52 1.88 -0.28
C 1.82 0.09 -0.59
C 3.22 0.10 -0.31
H 0.10 -1.41 1.49
H -0.88 0.17 1.38
H 0.90 0.45 1.73
H -0.77 -0.86 -2.07
H -1.90 -2.34 -0.98
H -0.79 -2.78 0.73
H 0.65 2.33 -0.29
H -1.47 2.98 0.05
H -2.47 1.28 -0.14
H 4.25 -0.27 -0.26
*
```

ΔE to the lowest compared entry with this formula, charge and spin   930.8 kJ/mol
HOMO   -0.340 hartree

=====

(12)
Formula: C8H16Br8
Source: the Open Molecules 2025 dataset
Level of theory: the ωB97M-V functional and the def2-TZVPD basis

Geometry as ORCA input:
```
! wB97M-V def2-TZVPD RIJCOSX def2/J DEFGRID3
* xyz 0 1
Br 2.94 -2.49 -1.58
C 3.50 -0.67 -1.18
C 4.99 -0.65 -1.03
Br 5.55 1.05 -0.25
H 2.98 -0.37 -0.27
H 3.17 -0.01 -1.98
H 5.49 -0.64 -1.99
H 5.37 -1.48 -0.46
Br -0.10 -0.26 3.51
C 0.53 -0.03 5.33
C 1.52 1.11 5.38
Br 2.37 1.13 7.12
H 1.06 -0.93 5.60
H -0.35 0.12 5.94
H 1.07 2.08 5.18
H 2.32 0.98 4.65
Br -0.78 -2.62 0.51
C -0.19 -0.87 -0.11
C -1.37 0.04 -0.20
Br -0.81 1.81 -0.75
H 0.36 -0.99 -1.03
H 0.50 -0.55 0.67
H -1.88 0.12 0.76
H -2.11 -0.29 -0.91
Br -5.36 0.48 -6.18
C -4.83 1.16 -4.47
C -4.38 0.07 -3.54
Br -2.53 -0.42 -3.87
H -5.62 1.78 -4.03
H -3.99 1.82 -4.65
H -4.96 -0.84 -3.66
H -4.45 0.37 -2.50
*
```

ΔE to the lowest compared entry with this formula, charge and spin   27.7 kJ/mol
HOMO   -0.375 hartree

=====

(13)
Formula: C2H7BrN2
Source: the Open Molecules 2025 dataset
Level of theory: the ωB97M-V functional and the def2-TZVPD basis

Geometry as ORCA input:
```
! wB97M-V def2-TZVPD RIJCOSX def2/J DEFGRID3
* xyz 0 1
C 1.28 -1.15 -0.22
C -1.46 1.17 -0.20
N 0.36 -0.15 0.18
N -0.49 0.32 -0.64
Br -0.10 -0.40 3.42
H 2.31 -1.05 -0.11
H 1.04 -1.99 0.29
H 1.27 -1.38 -1.21
H -1.27 2.31 -0.66
H -2.39 1.06 -0.73
H -1.39 1.22 0.95
H 0.34 0.01 1.37
*
```

ΔE to the lowest compared entry with this formula, charge and spin   93.1 kJ/mol
HOMO   -0.302 hartree

=====

(14)
Formula: C3H9NS
Source: the Open Molecules 2025 dataset
Level of theory: the ωB97M-V functional and the def2-TZVPD basis

Geometry as ORCA input:
```
! wB97M-V def2-TZVPD RIJCOSX def2/J DEFGRID3
* xyz -1 2
C -1.78 0.44 -3.99
N -1.68 1.37 -3.01
H -0.93 -0.11 -4.42
H -2.74 0.03 -4.34
H -2.22 2.20 -3.28
C 1.30 -1.18 3.28
S 1.04 -1.41 1.52
C 0.78 0.24 0.92
H 1.75 -0.23 3.57
H 0.37 -1.38 3.81
H 2.04 -1.92 3.57
H 1.58 0.97 1.05
H -0.07 0.66 1.46
H 0.58 0.30 -0.15
*
```

ΔE to the lowest compared entry with this formula, charge and spin   265.9 kJ/mol
<S²>   0.7538
HOMO (alpha / beta)   0.017 / -0.063 hartree

=====

Taking the records one at a time from the top gives largest force on an atom values of 2.324, 0.934, 0.653, 6.030, 0.427, 2.844, 2.590, 3.040, 5.457, 0.628, 13.429, 0.977, 5.173, 1.573 eV Å⁻¹.